This record from the OMol25 dataset describes 3 unconnected molecules or ions with the total composition C41H70F9I2N4O9 in a non-equilibrium geometry. The level of theory is ωB97M-V/def2-TZVPD.

total charge	+1

Last column: Mulliken charge in e.
CARTESIAN COORDINATES (ANGSTROEM)
C (-0.02939, 3.64622, 2.41639)  0.208
C (-0.16119, 3.25882, 1.28850)  -1.374
C (-0.35484, 2.53553, 0.01243)  -0.678
N (-1.70449, 1.97671, -0.11651)  -0.159
C (-2.02918, 1.00710, 0.93258)  -0.616
C (-3.50032, 0.54688, 0.77178)  -0.717
C (-4.10049, 0.82349, -0.59999)  -0.239
O (-4.43110, 1.90656, -0.93823)  -0.451
I (-4.45629, -0.82462, -1.94308)  0.012
C (-1.00949, -0.17474, 1.04292)  1.602
C (-1.12992, -0.67604, 2.49888)  -1.027
C (-0.51113, -2.02458, 2.87655)  -1.045
C (1.00809, -2.03052, 3.08983)  -1.047
I (1.57719, -0.84648, 4.76376)  0.021
C (-1.29347, -1.27687, 0.01472)  -1.498
C (-0.11914, -2.20923, -0.34484)  0.204
C (-0.52422, -3.69176, -0.54087)  -1.179
C (0.54615, -4.66161, 0.00914)  -0.443
C (0.95619, -5.73818, -1.00042)  -0.700
O (2.32307, -6.12685, -0.83702)  -0.375
C (3.22010, -5.19541, -1.20810)  0.786
C (4.62924, -5.55489, -0.84271)  -1.108
O (2.91522, -4.17672, -1.77926)  -0.543
N (0.39061, 0.39821, 0.90645)  0.880
C (0.67333, 1.42038, -0.15991)  -0.200
C (2.10345, 1.94616, 0.13707)  -1.732
C (3.23732, 0.95775, -0.21356)  0.016
C (4.29200, 1.00742, 0.89643)  -1.208
O (5.47491, 0.32097, 0.52224)  -0.298
C (6.57593, 1.12810, 0.29169)  0.716
C (7.13893, 0.97510, -1.09224)  -0.958
O (7.01221, 1.83272, 1.14518)  -0.515
C (0.60191, 0.82462, -1.56796)  -1.085
C (1.04265, 1.77736, -2.67371)  -1.327
C (0.80131, 1.14789, -4.04104)  1.147
F (1.81738, 0.29306, -4.33324)  -0.365
F (-0.34686, 0.41204, -4.05604)  -0.424
C (0.64820, 2.22044, -5.14875)  0.549
F (1.56937, 3.19336, -4.94551)  -0.321
F (-0.57521, 2.76866, -4.97106)  -0.160
C (0.81747, 1.75804, -6.62209)  0.515
F (2.07512, 1.31618, -6.80225)  -0.247
F (0.63218, 2.85640, -7.38523)  -0.272
C (-0.15435, 0.66096, -7.14587)  0.501
F (0.15728, -0.52662, -6.62476)  -0.224
F (-1.42098, 0.95556, -6.85970)  -0.161
F (-0.01727, 0.59298, -8.47232)  -0.260
H (0.07944, 4.23348, 3.30342)  0.479
H (-0.23040, 3.24646, -0.80529)  0.921
H (-2.35784, 2.74906, -0.01634)  0.599
H (-1.98295, 1.50788, 1.91076)  0.420
H (-4.10568, 1.17373, 1.43118)  0.544
H (-3.66696, -0.48066, 1.08534)  0.509
H (-2.19776, -0.73815, 2.71883)  0.487
H (-0.74424, 0.09849, 3.17125)  0.521
H (-0.95404, -2.29889, 3.83770)  0.595
H (-0.79449, -2.82634, 2.19058)  0.253
H (1.58262, -1.72674, 2.21551)  0.212
H (1.32214, -3.04832, 3.31511)  0.689
H (-1.70013, -0.84330, -0.89798)  -0.289
H (-2.08946, -1.89820, 0.42691)  0.902
H (0.61660, -2.20777, 0.46436)  -0.557
H (0.37795, -1.89726, -1.26005)  0.387
H (-0.61154, -3.87272, -1.61190)  0.704
H (-1.47421, -3.90004, -0.04839)  0.380
H (0.18790, -5.14758, 0.92027)  0.388
H (1.45389, -4.12143, 0.28748)  0.212
H (0.37551, -6.65062, -0.86720)  0.406
H (0.77585, -5.39624, -2.02022)  0.385
H (5.12051, -5.99225, -1.71346)  0.295
H (4.66823, -6.28644, -0.03777)  0.324
H (5.16752, -4.65347, -0.56050)  0.294
H (0.59396, 0.87282, 1.79605)  0.923
H (1.08290, -0.34893, 0.81545)  0.347
H (2.16430, 2.14873, 1.21064)  0.905
H (2.23257, 2.89098, -0.38983)  0.396
H (2.87313, -0.06944, -0.30688)  0.261
H (3.72977, 1.24214, -1.14336)  0.239
H (3.89372, 0.57445, 1.82055)  0.345
H (4.52131, 2.05381, 1.12363)  0.480
H (6.32250, 0.84900, -1.80298)  0.286
H (7.73076, 0.05808, -1.12364)  0.275
H (7.75801, 1.83100, -1.34054)  0.336
H (1.17560, -0.09704, -1.64684)  0.519
H (-0.43696, 0.56529, -1.77259)  0.782
H (0.51841, 2.73388, -2.64894)  0.344
H (2.10855, 2.00411, -2.63250)  0.297
C (4.74754, -3.87092, 8.97230)  -0.701
O (3.80265, -4.44015, 9.85436)  -0.353
C (3.56488, -3.67893, 11.03328)  -0.793
C (2.15549, -3.12956, 11.04517)  -0.221
N (1.98318, -2.10558, 10.02260)  -0.281
C (0.60595, -1.67259, 9.81981)  -0.716
C (-0.39929, -2.69589, 9.30383)  -0.469
O (-0.14706, -3.13277, 7.97888)  -0.372
C (0.75238, -4.21899, 7.85449)  -0.590
H (4.93548, -4.59974, 8.18546)  0.239
H (4.37974, -2.94553, 8.51324)  0.282
H (5.69095, -3.65715, 9.48315)  0.355
H (4.29666, -2.87137, 11.12674)  0.400
H (3.68981, -4.34704, 11.88934)  0.394
H (1.95378, -2.68930, 12.02583)  0.395
H (1.47043, -3.97816, 10.91182)  0.185
H (2.34821, -2.45661, 9.14635)  0.051
H (0.62831, -0.84488, 9.10531)  0.314
H (0.22937, -1.26401, 10.76282)  0.425
H (-1.37668, -2.20723, 9.27605)  0.356
H (-0.49992, -3.55846, 9.97244)  0.350
H (0.69547, -4.89280, 8.71259)  0.309
H (1.78679, -3.88428, 7.73316)  0.181
H (0.47456, -4.77441, 6.95743)  0.275
C (-3.84363, 2.93444, -5.29377)  -0.294
O (-3.64612, 4.25729, -5.74875)  -0.403
C (-3.19648, 4.35030, -7.09705)  -0.577
C (-4.25679, 4.96326, -7.98468)  -0.286
N (-5.38743, 4.06057, -8.14724)  -0.305
C (-6.54418, 4.64384, -8.81999)  -0.710
C (-7.26132, 5.80146, -8.13520)  -0.468
O (-7.91358, 5.44519, -6.93087)  -0.423
C (-7.11714, 5.49399, -5.76445)  -0.496
H (-4.05555, 2.98630, -4.22570)  0.143
H (-4.69108, 2.44940, -5.79067)  0.321
H (-2.95049, 2.32590, -5.44565)  0.015
H (-2.90176, 3.36614, -7.47439)  0.219
H (-2.31174, 4.99365, -7.10549)  0.397
H (-3.82029, 5.16442, -8.96752)  0.401
H (-4.54303, 5.92755, -7.54204)  0.204
H (-5.67544, 3.72906, -7.23554)  0.078
H (-7.27326, 3.84277, -8.96255)  0.377
H (-6.23443, 4.96981, -9.81803)  0.398
H (-8.04927, 6.14140, -8.81178)  0.355
H (-6.60002, 6.66040, -7.96716)  0.331
H (-6.35312, 6.27388, -5.82897)  0.261
H (-6.63029, 4.53565, -5.55857)  0.145
H (-7.77645, 5.71990, -4.92613)  0.302



This record from the OMol25 dataset describes a molecular structure, C41H71AsKO9PS3Si4 in a non-equilibrium geometry. The level of theory is ωB97M-V/def2-TZVPD.

total charge	-2
ΔE to the lowest compared entry with this formula, charge and spin	4.461	eV

Last column: Mulliken charge in e.
CARTESIAN COORDINATES (ANGSTROEM)
K (-0.69409, -0.78412, -0.04101)  2.778
O (-3.16179, -2.35972, -1.34191)  -0.962
C (-3.32889, -1.81852, -0.24261)  1.132
O (-2.48459, -1.80702, 0.68909)  -0.195
C (-4.64629, -1.18762, 0.11389)  -0.455
C (-5.82809, -1.74112, -0.35701)  -0.353
C (-7.04519, -1.31202, 0.13629)  -0.704
C (-7.07639, -0.30712, 1.09129)  -0.851
C (-5.90169, 0.27888, 1.52089)  0.289
C (-4.67009, -0.14652, 1.03639)  -0.564
P (-3.08849, 0.63438, 1.58939)  1.990
C (-3.60559, 2.37968, 1.37059)  -1.900
C (-2.83299, 3.39338, 2.14109)  0.276
C (-3.21019, 4.86228, 1.94789)  -1.056
C (-4.26729, 5.11888, 0.93459)  -0.670
C (-4.79379, 4.14748, 0.18479)  -1.092
C (-4.45039, 2.76378, 0.39619)  0.135
C (-3.47989, 0.42608, 3.38089)  1.192
C (-2.95169, -0.71252, 3.98049)  -0.819
C (-3.23969, -1.01502, 5.29909)  -0.632
C (-4.03299, -0.16132, 6.04959)  -0.641
C (-4.53379, 0.99268, 5.46979)  -0.998
C (-4.26699, 1.28478, 4.14369)  -0.322
H (-5.75789, -2.52902, -1.09371)  0.484
H (-7.96729, -1.75782, -0.21171)  0.356
H (-8.01729, 0.01288, 1.51799)  0.414
H (-5.94149, 1.07598, 2.24729)  0.296
H (-2.74449, 3.11628, 3.19529)  0.790
H (-3.47869, 5.33868, 2.89769)  0.366
H (-4.55259, 6.15558, 0.81259)  0.425
H (-5.53549, 4.37188, -0.57351)  0.349
H (-4.93389, 2.02768, -0.23341)  0.584
H (-2.32899, -1.36912, 3.38869)  0.268
H (-2.84339, -1.92012, 5.73889)  0.487
H (-4.26439, -0.38352, 7.08469)  0.352
H (-5.13769, 1.68008, 6.04829)  0.395
H (-4.68119, 2.18698, 3.71299)  0.352
O (-1.27209, -3.35242, 2.62479)  -0.742
H (-1.92419, -2.98812, 2.01439)  0.360
H (-0.45309, -2.97952, 2.28539)  -0.294
O (0.26671, 0.17708, 1.78039)  -0.512
H (0.68051, 0.57428, 0.99129)  0.014
H (-0.11279, 0.93558, 2.23719)  0.089
O (-0.25569, -3.36332, -0.43821)  -0.614
H (0.14601, -2.96072, -1.22011)  -0.074
H (-1.18419, -3.09432, -0.46051)  0.252
O (-1.72399, 1.21008, -0.84671)  -0.701
H (-1.86919, 2.07588, -0.43811)  -0.062
H (-0.74909, 1.17578, -0.84641)  0.288
C (-0.58299, 6.10548, -0.34621)  -0.691
O (-1.84839, 5.77218, 0.16539)  -0.262
C (-1.83829, 5.43528, 1.50039)  0.573
S (-1.07989, 6.50458, 2.59539)  -0.521
S (-1.10959, 3.51898, 1.51909)  -0.362
H (-0.71889, 6.27208, -1.41451)  0.214
H (0.11781, 5.28138, -0.17721)  0.191
H (-0.19249, 7.00398, 0.14249)  0.360
C (2.26021, 3.23998, -0.05021)  -0.760
Si (1.57081, 2.04998, -1.37161)  1.316
C (2.94371, 1.82958, -2.69251)  -1.016
C (0.28211, 3.09368, -2.32781)  -0.818
O (0.98381, 0.70408, -0.80171)  -1.508
H (2.56591, 4.18548, -0.48911)  0.436
H (3.11881, 2.82548, 0.46609)  0.089
H (1.49361, 3.45288, 0.68869)  0.094
H (2.98801, 2.68808, -3.35701)  0.486
H (2.72821, 0.95738, -3.30071)  -0.107
H (3.92891, 1.70198, -2.25541)  0.447
H (0.77311, 3.89668, -2.87011)  0.534
H (-0.44239, 3.54458, -1.66051)  0.011
H (-0.25529, 2.49058, -3.05281)  -0.034
C (1.66021, -2.99092, 4.12929)  -1.039
Si (2.35101, -3.69972, 2.47489)  0.518
C (3.96741, -4.57572, 3.10919)  -1.293
C (1.33541, -5.23702, 1.92249)  -1.132
As (2.19321, -1.98352, 0.82119)  0.946
Si (3.79101, -0.54452, 1.78319)  0.301
C (5.22171, -1.26372, 2.87829)  -1.233
C (4.76421, 0.46258, 0.48139)  -0.623
C (2.99281, 0.72048, 2.97969)  -0.925
Si (3.53671, -3.01292, -0.80881)  0.871
C (4.22431, -1.78122, -2.10721)  -0.758
C (2.57281, -4.32902, -1.82361)  -1.031
C (5.10141, -4.00032, -0.22681)  -1.281
H (1.77011, -3.68762, 4.95659)  0.425
H (0.60831, -2.73962, 4.05109)  0.253
H (2.19691, -2.08072, 4.38629)  0.264
H (3.72281, -5.29612, 3.88619)  0.379
H (4.67031, -3.87012, 3.53399)  0.335
H (4.47851, -5.11472, 2.31969)  0.302
H (1.16511, -5.93082, 2.74099)  0.472
H (1.86631, -5.77032, 1.13719)  0.295
H (0.36871, -4.94232, 1.52969)  0.233
H (5.72891, -2.09302, 2.39389)  0.265
H (4.84111, -1.61422, 3.83279)  0.309
H (5.96671, -0.49812, 3.08139)  0.392
H (5.61431, -0.08732, 0.08549)  0.471
H (5.13431, 1.39668, 0.89479)  0.482
H (4.10291, 0.70738, -0.34021)  -0.581
H (2.22111, 0.25058, 3.58319)  0.133
H (2.52641, 1.52688, 2.42489)  0.141
H (3.72581, 1.15938, 3.65309)  0.514
H (3.51411, -0.96942, -2.21341)  -0.381
H (4.35451, -2.23862, -3.08561)  0.512
H (5.17841, -1.35382, -1.81401)  0.433
H (2.01171, -3.83202, -2.60641)  -0.012
H (1.86021, -4.85812, -1.19881)  0.238
H (3.23101, -5.06032, -2.28831)  0.521
H (5.60021, -3.49172, 0.59209)  0.230
H (5.82791, -4.13322, -1.02451)  0.397
H (4.81981, -4.98842, 0.12399)  0.301
C (1.87401, 1.50028, -8.28581)  -1.595
C (1.40611, 0.94208, -6.97161)  1.275
C (2.14261, -0.01102, -6.28111)  -0.635
C (1.68511, -0.51542, -5.07431)  -0.803
C (0.48361, -0.07532, -4.55531)  -0.026
C (-0.25429, 0.88498, -5.22901)  -0.791
C (0.20381, 1.38878, -6.42961)  -0.867
S (-0.14319, -0.67952, -2.96761)  1.398
C (-1.38969, -1.73652, -3.82691)  -1.209
O (0.83271, -1.67472, -2.49251)  -1.098
H (2.82721, 1.06888, -8.58401)  0.351
H (1.98491, 2.58228, -8.21691)  0.330
H (1.14381, 1.29398, -9.06951)  0.335
H (3.08801, -0.35382, -6.68331)  0.305
H (2.25091, -1.24832, -4.51801)  0.161
H (-1.18379, 1.23478, -4.80631)  0.551
H (-0.36719, 2.14328, -6.95451)  0.364
H (-0.85359, -2.50752, -4.37161)  0.331
H (-1.98769, -1.13252, -4.49781)  0.466
H (-2.02239, -2.15942, -3.05251)  0.336



For each record above, in turn, the calculated frontier orbital gap values are 7.61; 5.56 eV.